The following is a quantum chemistry calculation of a 8-piece molecular cluster, C48H32O16 overall in a non-equilibrium geometry, from the Open Molecules 2025 dataset.

```
96
Properties=species:S:1:pos:R:3
O -4.00 1.17 -4.75
C -3.87 0.65 -3.64
C -3.65 -0.85 -3.54
C -3.67 -1.45 -2.38
C -3.68 -0.64 -1.13
O -3.38 -1.21 -0.09
C -3.84 0.78 -1.16
C -3.93 1.45 -2.38
H -3.46 -1.42 -4.48
H -3.62 -2.51 -2.21
H -3.96 1.33 -0.22
H -4.12 2.52 -2.48
O 0.29 4.69 -0.99
C -0.57 5.54 -0.92
C -0.82 6.28 0.34
C -1.96 6.89 0.60
C -3.02 7.00 -0.42
O -4.07 7.49 -0.11
C -2.74 6.39 -1.79
C -1.61 5.79 -2.06
H -0.19 6.12 1.20
H -2.21 7.41 1.58
H -3.52 6.37 -2.60
H -1.34 5.33 -3.03
O -1.44 -3.50 2.14
C -2.65 -3.65 2.09
C -3.36 -4.39 1.00
C -4.71 -4.58 1.06
C -5.42 -4.16 2.28
O -6.53 -4.67 2.56
C -4.83 -3.16 3.24
C -3.54 -3.06 3.20
H -2.75 -4.72 0.14
H -5.22 -5.23 0.37
H -5.43 -2.73 4.02
H -2.95 -2.52 3.89
O 4.18 2.67 4.00
C 3.40 3.59 4.01
C 3.43 4.83 3.15
C 2.43 5.77 3.21
C 1.19 5.61 4.00
O 0.25 6.33 3.78
C 1.19 4.40 4.88
C 2.24 3.52 4.87
H 4.23 5.00 2.46
H 2.54 6.78 2.75
H 0.35 4.39 5.56
H 2.12 2.68 5.49
O 1.03 1.39 2.81
C 0.89 0.99 1.64
C 0.28 -0.36 1.39
C -0.21 -0.63 0.20
C 0.06 0.22 -1.00
O -0.45 -0.06 -2.07
C 0.96 1.41 -0.78
C 1.23 1.83 0.48
H -0.03 -0.89 2.26
H -0.80 -1.50 0.02
H 1.33 1.95 -1.60
H 1.85 2.70 0.61
O 1.28 -7.51 0.08
C 1.44 -6.31 -0.04
C 0.71 -5.25 0.73
C 0.91 -3.97 0.48
C 1.91 -3.52 -0.50
O 2.28 -2.36 -0.51
C 2.61 -4.57 -1.33
C 2.33 -5.85 -1.16
H 0.08 -5.62 1.53
H 0.45 -3.14 0.99
H 3.37 -4.35 -2.11
H 2.71 -6.62 -1.77
O 5.12 -1.91 3.87
C 4.97 -1.54 2.70
C 5.50 -2.34 1.59
C 5.42 -1.97 0.31
C 4.83 -0.67 -0.09
O 4.66 -0.41 -1.29
C 4.23 0.13 1.06
C 4.35 -0.24 2.35
H 5.94 -3.26 1.93
H 5.77 -2.62 -0.51
H 3.93 1.13 0.80
H 4.06 0.41 3.16
O 1.92 0.39 -4.69
C 1.11 -0.48 -4.50
C 1.49 -1.63 -3.68
C 0.67 -2.70 -3.66
C -0.64 -2.65 -4.31
O -1.55 -3.43 -4.03
C -0.96 -1.57 -5.28
C -0.16 -0.54 -5.29
H 2.52 -1.44 -3.25
H 0.93 -3.62 -3.12
H -1.74 -1.73 -6.02
H -0.37 0.34 -5.83
```

The calculation puts the HOMO energy at -10.1 eV. Its SMILES is O=C1C=CC(=O)C=C1.O=C1C=CC(=O)C=C1.O=C1C=CC(=O)C=C1.O=C1C=CC(=O)C=C1.O=C1C=CC(=O)C=C1.O=C1C=CC(=O)C=C1.O=C1C=CC(=O)C=C1.O=C1C=CC(=O)C=C1. For the LUMO energy, the calculation gives -1.81 eV. The calculation puts the energy relative to the best compared isomer or geometry (same formula, charge and spin) at 0.0 kcal per mole.